Arrangement A

The following is a quantum chemistry calculation of an isolated ion of composition C5H13N2O and charge +1, from OMol25.

* HOMO level: -14.40 eV
* SMILES: C[C@@H]1C[NH2+][C@@](C)(N)O1
* Kohn-Sham gap: 0.409 hartree

```
! wB97M-V def2-TZVPD RIJCOSX def2/J DEFGRID3
* xyz 1 1
C 2.504 -0.668 0.302
C 1.347 -0.195 -0.563
C 0.873 1.243 -0.118
N -0.538 1.049 0.382
C -1.097 -0.249 -0.192
C -1.931 -0.844 0.901
N -1.720 0.128 -1.319
O 0.185 -1.012 -0.481
H 2.415 -0.387 1.401
H 3.421 -0.244 -0.071
H 2.555 -1.823 0.300
H 1.879 -0.162 -1.571
H 1.540 1.530 0.685
H 0.932 1.921 -0.961
H -0.749 1.097 1.409
H -0.813 2.040 -0.056
H -1.366 -0.917 1.747
H -2.225 -1.875 0.551
H -2.934 -0.352 1.112
H -2.795 0.050 -1.307
H -1.481 -0.330 -2.150
*
```


Arrangement B

The following is a quantum chemistry calculation of an isolated ion of composition C5H13N2O and charge +1, from OMol25.

* HOMO level: -13.61 eV
* SMILES: C[NH2+]CC[C@@H](N)C=O
* Kohn-Sham gap: 0.388 hartree

```
! wB97M-V def2-TZVPD RIJCOSX def2/J DEFGRID3
* xyz 1 1
C -0.126 -0.259 2.616
N -0.284 -0.961 1.300
C 0.964 -0.917 0.464
C 0.935 0.315 -0.468
C -0.148 0.300 -1.646
N -1.455 -0.114 -1.092
C -0.046 1.642 -2.290
O -0.923 2.449 -2.401
H -0.304 -0.785 3.551
H -0.556 0.731 2.622
H 0.962 -0.241 2.805
H -0.694 -1.882 1.433
H -1.026 -0.462 0.702
H 1.832 -0.943 1.127
H 0.879 -1.721 -0.275
H 0.876 1.249 0.118
H 1.917 0.454 -0.965
H 0.177 -0.506 -2.295
H -2.117 0.636 -1.297
H -1.841 -0.988 -1.427
H 0.980 2.003 -2.580
*
```


Which one sits at the top of the stability order? arrangement B does.


Arrangement A

The following is a quantum chemistry calculation of a 2-piece molecular cluster, C5H13N2O overall, from OMol25.

* HOMO level: -12.96 eV
* Kohn-Sham gap: 0.352 hartree

```
! wB97M-V def2-TZVPD RIJCOSX def2/J DEFGRID3
* xyz 1 1
C -0.717 0.702 0.684
C -0.532 -0.149 -0.559
C 0.841 -0.777 -0.577
C 1.066 -2.084 -0.432
C 2.926 0.136 -0.165
N 1.863 0.153 -0.844
N -0.558 -0.196 1.901
H 0.059 1.458 0.777
H -1.726 1.106 0.713
H -0.685 0.496 -1.422
H -1.280 -0.944 -0.608
H 0.249 -2.782 -0.324
H 2.070 -2.480 -0.505
H 3.044 -0.534 0.694
H 3.749 0.784 -0.439
H -0.509 0.319 2.777
H -1.284 -0.908 1.902
H 0.307 -0.746 1.788
H -3.447 2.522 -1.126
H -4.272 1.341 -0.463
O -3.385 1.717 -0.579
*
```


Arrangement B

The following is a quantum chemistry calculation of an isolated ion of composition C5H13N2O and charge +1, from OMol25.

* HOMO level: -13.88 eV
* SMILES: CC/[N+](C)=C(/O)CN
* Kohn-Sham gap: 0.373 hartree

```
! wB97M-V def2-TZVPD RIJCOSX def2/J DEFGRID3
* xyz 1 1
C -0.634 -1.866 -1.003
C -1.114 -0.474 -1.250
N -0.731 0.466 -0.174
C -1.854 1.211 0.336
C 0.369 0.640 0.541
O 0.323 1.349 1.642
C 1.604 -0.247 0.193
N 2.732 0.481 0.715
H -0.407 -2.565 -1.819
H 0.200 -1.947 -0.256
H -1.510 -2.467 -0.509
H -2.222 -0.561 -1.083
H -1.012 -0.049 -2.296
H -1.567 2.334 0.483
H -1.837 1.019 1.521
H -2.778 1.031 -0.318
H 1.208 1.663 1.948
H 1.671 -0.166 -1.014
H 1.571 -1.333 0.465
H 2.960 0.193 1.570
H 3.029 1.287 0.308
*
```


Which one sits at the top of the stability order? arrangement A does.


Arrangement A

The following is a quantum chemistry calculation of a 2-piece molecular cluster, C5H13N2O overall, from OMol25.

* HOMO level: -12.54 eV
* Kohn-Sham gap: 0.149 hartree

```
! wB97M-V def2-TZVPD RIJCOSX def2/J DEFGRID3
* xyz 1 1
C -0.492 2.322 0.636
C -0.269 1.126 -0.275
C -1.189 0.007 0.080
C -0.684 -0.987 0.955
C -0.630 -1.468 -0.801
N 0.504 -2.410 -0.632
O -1.767 -2.030 -1.021
N 2.081 0.430 0.443
H -0.415 1.997 1.679
H 0.334 3.048 0.568
H -1.325 2.985 0.386
H -0.359 1.399 -1.328
H -0.287 -0.918 -1.716
H -2.238 0.146 -0.179
H -1.328 -1.689 1.474
H 0.336 -0.897 1.307
H 1.409 -1.993 -0.794
H 0.349 -3.229 -1.215
H 0.912 0.840 -0.229
H 2.545 1.019 1.133
H 2.514 0.301 -0.471
*
```


Arrangement B

The following is a quantum chemistry calculation of a 2-piece molecular cluster, C5H13N2O overall, from OMol25.

* HOMO level: -14.16 eV
* Kohn-Sham gap: 0.383 hartree

```
! wB97M-V def2-TZVPD RIJCOSX def2/J DEFGRID3
* xyz 1 1
C 1.840 0.936 -0.540
C -2.409 -0.850 0.180
C -1.201 1.099 -0.982
C 2.013 -1.195 0.630
C -1.445 0.263 0.150
N 1.805 -0.449 -0.549
N -0.709 0.567 1.178
O 1.275 1.719 0.147
H 2.467 1.380 -1.415
H -3.413 -0.476 0.258
H -2.531 -1.490 -0.794
H -2.117 -1.465 1.051
H -0.697 0.575 -1.776
H -2.143 1.405 -1.429
H -0.717 1.985 -0.738
H 3.076 -1.427 0.863
H 1.665 -0.731 1.578
H 1.584 -2.228 0.601
H 0.209 1.115 0.965
H -0.984 0.069 2.040
H 2.433 -0.803 -1.418
*
```


Arrangement C

The following is a quantum chemistry calculation of an isolated ion of composition C5H13N2O and charge +1, from OMol25.

* HOMO level: -14.09 eV
* SMILES: CC[NH2+]CC(=O)NC
* Kohn-Sham gap: 0.399 hartree

```
! wB97M-V def2-TZVPD RIJCOSX def2/J DEFGRID3
* xyz 1 1
C 1.792 1.721 2.076
C 1.152 1.268 0.729
N 0.932 -0.193 0.729
C 0.287 -0.825 -0.468
C -1.146 -1.186 -0.086
O -1.247 -1.672 1.030
N -2.176 -0.929 -0.897
C -2.099 -0.651 -2.321
H 1.340 1.244 2.929
H 1.624 2.803 2.160
H 2.841 1.585 2.112
H 1.825 1.606 -0.063
H 0.185 1.772 0.702
H 1.833 -0.689 0.762
H 0.483 -0.623 1.567
H 0.888 -1.750 -0.684
H 0.665 -0.339 -1.378
H -3.000 -1.458 -0.637
H -2.301 -1.497 -2.980
H -2.754 0.162 -2.594
H -1.124 -0.347 -2.686
*
```


Which one sits at the top of the stability order? arrangement C does.


Arrangement A

The following is a quantum chemistry calculation of an isolated ion of composition C5H13N2O and charge +1, from OMol25.

* HOMO level: -13.79 eV
* SMILES: CC[C@H]([NH3+])C(=O)NC
* Kohn-Sham gap: 0.382 hartree

```
! wB97M-V def2-TZVPD RIJCOSX def2/J DEFGRID3
* xyz 1 1
C -0.286 -1.588 2.381
C -0.698 -0.911 1.125
C 0.441 -0.069 0.444
N 0.768 1.081 1.393
C -0.238 0.721 -0.747
O -0.753 1.840 -0.602
N -0.041 0.236 -2.026
C 0.569 -1.011 -2.424
H 0.743 -1.808 2.386
H -0.603 -1.042 3.348
H -0.879 -2.550 2.508
H -1.570 -0.258 1.261
H -1.291 -1.496 0.288
H 1.388 -0.621 0.248
H 1.558 1.451 0.964
H 0.974 0.943 2.420
H 0.035 1.866 1.330
H -0.253 0.844 -2.827
H 0.252 -1.405 -3.353
H 1.661 -1.060 -2.266
H 0.183 -1.653 -1.724
*
```


Arrangement B

The following is a quantum chemistry calculation of an isolated ion of composition C5H13N2O and charge +1, from OMol25.

* HOMO level: -13.76 eV
* SMILES: CCN[C@@H](O)[NH+]1CC1
* Kohn-Sham gap: 0.403 hartree

```
! wB97M-V def2-TZVPD RIJCOSX def2/J DEFGRID3
* xyz 1 1
C 1.065 0.349 2.574
C 0.415 1.215 1.418
N 0.953 0.828 0.043
C 0.209 0.636 -1.059
O 0.718 0.847 -2.284
N -0.330 -0.879 -1.190
C -1.401 -1.479 -0.306
C -1.682 -1.261 -1.771
H 2.253 0.386 2.552
H 0.559 0.807 3.546
H 0.793 -0.675 2.474
H -0.642 1.297 1.469
H 0.744 2.212 1.665
H 1.946 0.740 -0.076
H -0.836 0.954 -1.108
H 1.669 1.139 -2.174
H 0.422 -1.551 -1.539
H -1.802 -0.777 0.331
H -1.267 -2.450 -0.036
H -1.571 -2.017 -2.459
H -2.216 -0.321 -2.068
*
```


Arrangement C

The following is a quantum chemistry calculation of an isolated ion of composition C5H13N2O and charge +1, from OMol25.

* HOMO level: -14.23 eV
* SMILES: CC[C@H]([NH3+])C(=O)NC
* Kohn-Sham gap: 0.399 hartree

```
! wB97M-V def2-TZVPD RIJCOSX def2/J DEFGRID3
* xyz 1 1
C 1.449 1.816 -0.821
C 1.079 0.358 -0.687
C 0.109 0.003 0.469
N 0.735 0.289 1.903
C -0.450 -1.478 0.635
O -0.022 -2.081 1.642
N -1.395 -1.837 -0.268
C -2.077 -0.845 -1.172
H 2.391 1.976 -1.312
H 0.664 2.213 -1.393
H 1.474 2.306 0.178
H 2.001 -0.284 -0.567
H 0.495 -0.018 -1.712
H -0.913 0.592 0.645
H 1.768 0.543 1.857
H 0.677 -0.601 2.600
H 0.416 1.221 2.265
H -1.756 -2.802 -0.101
H -3.017 -0.347 -0.817
H -1.408 0.096 -1.109
H -2.220 -1.121 -2.237
*
```


Which one sits at the top of the stability order? arrangement A does.


Arrangement A

The following is a quantum chemistry calculation of an isolated ion of composition C5H13N2O and charge +1, from OMol25.

* HOMO level: -13.65 eV
* SMILES: CC[C@H]([NH3+])C(=O)NC
* Kohn-Sham gap: 0.376 hartree

```
! wB97M-V def2-TZVPD RIJCOSX def2/J DEFGRID3
* xyz 1 1
C -1.628 1.663 -0.770
C -0.400 1.143 -0.150
C -0.413 -0.249 0.549
N -1.038 -0.221 1.885
C 0.917 -0.742 0.802
O 1.368 -0.598 1.946
N 1.870 -1.216 -0.102
C 1.671 -1.321 -1.577
H -1.610 2.728 -1.110
H -1.814 1.120 -1.719
H -2.558 1.572 -0.121
H 0.008 1.901 0.571
H 0.483 1.216 -0.910
H -1.011 -0.993 -0.133
H -2.032 -0.356 1.860
H -0.781 0.678 2.384
H -0.657 -1.069 2.368
H 2.793 -1.310 0.351
H 1.219 -2.203 -1.993
H 1.030 -0.484 -1.843
H 2.582 -1.259 -2.288
*
```


Arrangement B

The following is a quantum chemistry calculation of an isolated ion of composition C5H13N2O and charge +1, from OMol25.

* HOMO level: -13.36 eV
* SMILES: N[C@@H](C=O)CCC[NH3+]
* Kohn-Sham gap: 0.367 hartree

```
! wB97M-V def2-TZVPD RIJCOSX def2/J DEFGRID3
* xyz 1 1
N 0.588 -1.272 -0.266
C 1.074 -0.061 0.553
C 2.402 0.571 0.150
O 2.691 0.665 -0.988
C 0.015 0.990 0.298
C -1.465 0.900 0.821
C -2.244 -0.413 0.486
N -2.197 -0.973 -0.903
H 0.953 -2.118 0.170
H 0.940 -0.989 -1.105
H 1.078 -0.339 1.665
H 3.099 0.897 0.988
H -0.258 1.118 -0.777
H 0.523 1.983 0.559
H -1.465 1.019 1.950
H -2.177 1.772 0.512
H -3.238 -0.246 0.912
H -1.929 -1.284 1.135
H -2.844 -1.787 -0.971
H -2.481 -0.311 -1.550
H -1.153 -1.255 -1.252
*
```


Which one sits at the top of the stability order? arrangement A does.


Arrangement A

The following is a quantum chemistry calculation of a 2-piece molecular cluster, C2H7NO2 overall, from OMol25.

* HOMO level: -10.02 eV
* SMILES: NC=O.CO
* Kohn-Sham gap: 0.387 hartree

```
! wB97M-V def2-TZVPD RIJCOSX def2/J DEFGRID3
* xyz 0 1
N 1.055 0.482 -1.442
C 2.463 0.855 -1.749
O 2.973 0.346 -2.723
H 0.419 0.186 -2.197
H 0.685 1.111 -0.730
H 2.638 1.897 -1.612
C -1.816 -1.213 1.689
O -0.921 -0.154 2.178
H -1.316 -1.983 1.062
H -2.549 -0.696 1.105
H -2.377 -1.531 2.584
H -1.254 0.699 1.835
*
```


Arrangement B

The following is a quantum chemistry calculation of a 2-piece molecular cluster, C2H7NO2 overall, from OMol25.

* HOMO level: -9.93 eV
* SMILES: NCC=O.O
* Kohn-Sham gap: 0.396 hartree

```
! wB97M-V def2-TZVPD RIJCOSX def2/J DEFGRID3
* xyz 0 1
N -0.583 0.407 1.977
C 0.079 0.180 0.701
C -0.445 1.156 -0.328
O -0.400 0.982 -1.520
H -1.475 -0.076 1.996
H -0.029 0.038 2.736
H 0.051 -0.826 0.279
H 1.139 0.422 0.791
H -0.870 2.082 0.095
O 0.936 -1.609 -1.888
H 1.115 -2.002 -2.774
H 0.482 -0.753 -2.065
*
```


Which one sits at the top of the stability order? arrangement B does.